[1]
DFT (wB97M-V/def2-TZVPD) results for a cluster of 3 separate species, C2H8IN4O2 in total.

```
17
Properties=species:S:1:pos:R:3:forces:R:3:nbo_charge:R:1
I -0.10596 2.01201 -0.88345 0.10 -0.02 0.03 -0.93
C -1.89115 -1.68775 -2.46587 -0.61 -0.83 0.78 0.74
O -2.38456 -2.73798 -2.70347 -1.94 -4.52 -0.57 -0.71
N -1.84573 -1.15751 -1.27814 -0.50 0.89 3.99 -0.85
N -1.37825 -0.96247 -3.37957 2.82 4.36 -4.08 -0.82
H -2.38815 -1.61601 -0.56005 0.21 0.16 -0.20 0.39
H -1.46328 -0.24511 -1.07480 0.13 0.10 0.03 0.42
H -1.08008 -0.04238 -3.08867 0.35 0.08 -0.37 0.40
H -1.08382 -1.26933 -4.29568 -0.44 -0.27 0.51 0.39
C 1.90308 0.80676 2.97998 -1.32 2.73 -1.87 0.74
O 2.30771 0.45682 4.00367 1.88 -1.96 7.06 -0.68
N 1.24684 1.90604 2.68440 -1.74 3.30 1.05 -0.86
N 2.13597 0.20400 1.88737 1.58 -4.40 -5.37 -0.83
H 0.98244 2.51161 3.44825 -0.11 0.06 -0.58 0.39
H 0.93185 1.99948 1.72934 -0.59 0.78 0.32 0.41
H 2.33102 -0.78388 1.96579 0.13 0.28 -0.45 0.39
H 1.78206 0.60567 1.03093 0.03 -0.74 -0.28 0.40
```
Positions in Å, forces in eV/Å.

Computed properties:
- Relative energy (zero: lowest compared OMol25 entry of this formula, charge and spin): 30.48 kcal/mol
- Total charge: -1
- M: 247.016 g mol⁻¹
- Kohn-Sham gap: 0.307 Ha
- LUMO energy: 0.128 hartree
- HOMO: -0.1792 hartree


[2]
DFT (wB97M-V/def2-TZVPD) results for the ion C2H8N with charge +1.

```
11
Properties=species:S:1:pos:R:3:forces:R:3:nbo_charge:R:1
C -1.06200 -0.55074 -0.45942 0.15 0.16 0.08 -0.42
N -0.02434 0.52070 -0.26664 -0.12 -0.11 -0.07 -0.48
C 1.08040 0.13275 0.66542 -0.02 0.15 0.01 -0.42
H -0.57836 -1.42182 -0.88892 0.00 -0.02 -0.05 0.24
H -1.83415 -0.16410 -1.11768 -0.02 -0.07 -0.02 0.24
H -1.47323 -0.79386 0.51529 -0.05 -0.01 0.00 0.24
H 0.37397 0.76976 -1.17359 -0.02 0.01 0.01 0.44
H -0.48727 1.36214 0.07986 0.05 0.02 0.02 0.44
H 0.64884 -0.07632 1.63847 -0.02 -0.09 0.02 0.24
H 1.58048 -0.74090 0.26155 -0.01 -0.06 0.02 0.24
H 1.77567 0.96238 0.74567 0.05 0.02 -0.02 0.24
```
Positions in Å, forces in eV/Å.

Computed properties:
- Relative energy (zero: lowest compared OMol25 entry of this formula, charge and spin): 3.42 kcal/mol
- Total charge: +1
- SMILES: C[NH2+]C
- M: 46.093 g mol⁻¹
- Kohn-Sham gap: 0.562 Ha
- LUMO energy: -0.138 hartree
- HOMO: -0.7002 hartree


[3]
DFT (wB97M-V/def2-TZVPD) results for the ion C2H8N with charge +1.

```
11
Properties=species:S:1:pos:R:3:forces:R:3:nbo_charge:R:1
C -1.19308 0.40121 0.08007 0.44 -0.78 0.15 -0.42
N 0.20552 0.35052 -0.50840 0.16 0.55 1.39 -0.50
C 1.06857 -0.74393 0.20255 -1.54 0.91 -0.43 -0.39
H -1.72639 1.29815 -0.20756 0.03 0.00 -0.36 0.25
H -1.03209 0.41745 1.15726 -0.14 0.03 -0.01 0.23
H -1.70059 -0.52315 -0.17665 -0.22 0.15 -0.15 0.24
H 0.24733 0.40623 -1.51932 -0.10 -0.42 -0.26 0.44
H 0.56576 1.23515 -0.15820 0.52 0.15 -0.54 0.43
H 1.51145 -0.16878 1.00862 0.43 -0.54 0.09 0.23
H 0.29689 -1.40729 0.57633 0.39 -0.41 0.19 0.23
H 1.75661 -1.26555 -0.45470 0.03 0.37 -0.08 0.26
```
Positions in Å, forces in eV/Å.

Computed properties:
- Relative energy (zero: lowest compared OMol25 entry of this formula, charge and spin): 12.87 kcal/mol
- Total charge: +1
- SMILES: C[NH2+]C
- M: 46.093 g mol⁻¹
- Kohn-Sham gap: 0.560 Ha
- LUMO energy: -0.138 hartree
- HOMO: -0.6974 hartree